Record 1
{
  "formula": "C10H22N2O8Zn",
  "method": "ωB97M-V with the def2-TZVPD basis set",
  "species": ["Zn", "C", "O", "O", "O", "C", "O", "O", "O", "C", "C", "C", "O", "C", "N", "H", "H", "H", "H", "H", "H", "H", "H", "H", "H", "H", "C", "C", "C", "O", "C", "N", "H", "H", "H", "H", "H", "H", "H", "H", "H", "H", "H"],
  "coordinates": [[-1.4248, -1.2204, 0.5874], [-0.0079, -3.4379, 0.1409], [-0.3358, -4.5488, 0.7457], [0.2036, -2.3699, 0.7763], [-1.0612, -3.0922, -0.5342], [-3.8215, -2.1488, 0.8655], [-3.3971, -1.0447, 0.3554], [-4.1774, -3.1021, 0.0674], [-2.8706, -2.5480, 1.6057], [-1.2615, -0.4686, -3.1330], [-0.1849, -0.1495, -2.0785], [0.7756, 0.9491, -2.5299], [1.4955, 0.6078, -3.7117], [2.4405, 1.5326, -4.2280], [-0.7317, 0.2069, -0.7804], [-1.0089, -0.7994, -4.1417], [-1.8779, 0.4098, -3.3437], [-1.8256, -1.3020, -2.7093], [0.3894, -1.0636, -1.9115], [1.4367, 1.1250, -1.6803], [0.1556, 1.8230, -2.7585], [2.3861, 1.4524, -5.3149], [3.4556, 1.5587, -3.8324], [1.9514, 2.5085, -4.1274], [0.0793, 0.4296, -0.2179], [-1.1322, 1.1401, -0.8422], [-0.5769, 1.7073, 4.0665], [-0.3612, 1.1638, 2.6704], [1.1192, 0.7109, 2.4661], [1.3395, 0.6994, 1.0769], [2.6920, 0.3545, 0.8247], [-1.0835, -0.1278, 2.4237], [-1.5808, 1.8712, 4.4617], [-0.0062, 2.6284, 4.1975], [-0.2218, 0.9441, 4.7651], [-0.5610, 1.9406, 1.9317], [1.4750, -0.2212, 2.9068], [1.7468, 1.5343, 2.8321], [2.9972, -0.5372, 1.3730], [3.3454, 1.2169, 0.9861], [2.8222, 0.1059, -0.2285], [-1.9927, 0.2134, 2.7302], [-0.8037, -0.6521, 3.2473]],
  "e_homo_ev": 1.3,
  "total_charge": -2,
  "homo_lumo_gap_ha": 0.1060,
  "relative_energy_kj_mol": 152.8
}


Record 2
{
  "formula": "C10H22N3OS",
  "method": "ωB97M-V with the def2-TZVPD basis set",
  "species": ["C", "C", "N", "C", "C", "N", "C", "S", "N", "C", "C", "O", "C", "C", "C", "H", "H", "H", "H", "H", "H", "H", "H", "H", "H", "H", "H", "H", "H", "H", "H", "H", "H", "H", "H", "H", "H"],
  "coordinates": [[-0.3536, 2.2303, -2.2161], [0.7322, 2.6081, -1.2230], [0.9052, 1.5771, -0.1777], [1.3857, 0.2801, -0.7132], [1.8614, -0.6271, 0.4444], [1.1387, -0.2747, 1.6513], [-0.2222, -0.5891, 1.6245], [-1.4002, 0.5779, 1.4433], [-0.4909, -1.8845, 1.7662], [-1.7159, -2.5063, 1.3294], [-1.5461, -2.9961, -0.1242], [-1.2122, -1.9523, -1.0075], [-2.3175, -1.2168, -1.4974], [1.5310, 1.0455, 2.1148], [1.7685, 2.0102, 0.9383], [-0.5382, 3.0723, -2.8767], [-1.2817, 1.9995, -1.6985], [-0.0650, 1.3831, -2.8313], [1.6881, 2.7607, -1.7308], [0.4536, 3.5378, -0.7228], [-0.0630, 1.3865, 0.2852], [0.5581, -0.2104, -1.2282], [2.1968, 0.4613, -1.4214], [2.9271, -0.5038, 0.6448], [1.6811, -1.6680, 0.1771], [0.2989, -2.5023, 1.9051], [-1.9481, -3.3505, 1.9785], [-2.5206, -1.7722, 1.3929], [-0.7142, -3.7055, -0.1742], [-2.4630, -3.5045, -0.4423], [-2.7316, -0.5510, -0.7328], [-1.9494, -0.6237, -2.3325], [-3.1056, -1.8831, -1.8563], [2.4478, 0.9378, 2.7008], [0.7491, 1.4251, 2.7737], [1.5070, 3.0274, 1.2300], [2.8091, 2.0012, 0.6066]],
  "e_homo_ev": -12.3,
  "total_charge": 1,
  "homo_lumo_gap_ha": 0.3584,
  "relative_energy_kj_mol": 0.0
}


Record 3
{
  "formula": "C10H22N4O2P",
  "method": "ωB97M-V with the def2-TZVPD basis set",
  "species": ["C", "C", "N", "C", "C", "C", "P", "N", "C", "N", "N", "H", "H", "H", "H", "H", "H", "H", "H", "H", "H", "H", "H", "C", "O", "C", "C", "O", "C", "H", "H", "H", "H", "H", "H", "H", "H", "H", "H"],
  "coordinates": [[-3.1581, -1.8952, -0.0790], [-1.9595, -1.3611, -0.8712], [-1.4139, -2.3596, -1.8382], [-0.1007, -1.9863, -2.1834], [0.2478, -0.6732, -2.5420], [1.5564, -0.4897, -2.7904], [2.1158, 1.1953, -3.2710], [0.8881, 1.9604, -3.8704], [2.4445, -1.5773, -2.6895], [2.1146, -2.7994, -2.3924], [0.8077, -2.9312, -2.1465], [-2.9211, -1.8643, 0.9756], [-3.3884, -2.9198, -0.3361], [-4.0049, -1.2469, -0.2412], [-1.1683, -1.0501, -0.2009], [-2.2807, -0.4734, -1.4080], [-1.9647, -2.3388, -2.6906], [-0.4667, 0.1267, -2.6141], [3.1362, 1.0383, -4.2249], [2.6101, 1.8367, -2.1198], [0.6644, 2.7952, -3.3454], [3.4938, -1.4075, -2.8740], [0.4948, -3.8666, -1.9019], [0.2735, 3.2671, 3.5294], [0.6862, 2.0178, 4.0593], [-0.3603, 1.0649, 4.1357], [-0.2493, 0.0409, 3.0312], [-0.4958, 0.6221, 1.7494], [0.7024, 0.8410, 1.0324], [1.1666, 3.8681, 3.3695], [-0.2498, 3.1484, 2.5767], [-0.3767, 3.7885, 4.2378], [-1.3375, 1.5546, 4.1075], [-0.2667, 0.5522, 5.0974], [-1.0063, -0.7338, 3.1874], [0.7343, -0.4361, 3.0542], [1.1294, -0.1249, 0.7217], [1.4355, 1.3913, 1.6258], [0.4675, 1.4259, 0.1401]],
  "e_homo_ev": -11.7,
  "total_charge": 1,
  "homo_lumo_gap_ha": 0.2403
}


Record 4
{
  "formula": "C10H22NO",
  "method": "ωB97M-V with the def2-TZVPD basis set",
  "species": ["C", "C", "C", "C", "C", "C", "O", "N", "C", "C", "C", "C", "H", "H", "H", "H", "H", "H", "H", "H", "H", "H", "H", "H", "H", "H", "H", "H", "H", "H", "H", "H", "H", "H"],
  "coordinates": [[-2.3150, -1.6110, 0.6807], [-2.0594, -1.2481, -0.7872], [-2.3200, 0.2437, -1.0046], [-0.7119, -1.7748, -1.3069], [-0.3899, -1.3130, -2.7289], [0.4883, -1.4891, -0.3967], [0.2821, -0.2811, 0.3712], [1.4884, 0.3426, 0.7237], [1.5800, 1.6718, -0.0215], [1.6716, 2.7749, 1.0304], [2.1317, 2.0451, 2.2793], [1.4251, 0.7129, 2.1769], [-1.9849, -0.7966, 1.3187], [-1.7976, -2.5171, 0.9946], [-3.3706, -1.7763, 0.8604], [-2.8184, -1.7636, -1.3720], [-1.8840, 0.8656, -0.2266], [-3.3942, 0.4023, -0.9576], [-2.0020, 0.6032, -1.9779], [-0.7939, -2.8596, -1.3455], [0.5155, -1.8017, -3.0756], [-0.1673, -0.2477, -2.7167], [-1.2073, -1.5211, -3.4084], [1.3644, -1.3387, -1.0287], [0.7106, -2.3366, 0.2480], [2.3106, -0.2422, 0.5562], [0.6565, 1.7148, -0.5852], [2.3595, 1.6205, -0.7744], [2.3681, 3.5476, 0.7318], [0.6764, 3.1886, 1.1438], [3.1992, 1.8470, 2.1865], [1.9261, 2.5453, 3.2142], [0.3587, 0.8706, 2.3358], [1.7035, -0.0783, 2.8620]],
  "e_homo_ev": -14.2,
  "total_charge": 1,
  "homo_lumo_gap_ha": 0.4131,
  "relative_energy_kj_mol": 0.0
}


Record 5
{
  "formula": "C10H23BN5O6S",
  "method": "ωB97M-V with the def2-TZVPD basis set",
  "species": ["C", "O", "B", "O", "N", "C", "O", "N", "C", "N", "C", "N", "N", "C", "C", "O", "H", "H", "H", "H", "H", "H", "H", "H", "H", "H", "H", "H", "H", "H", "H", "C", "C", "C", "S", "O", "O", "C", "H", "H", "H", "H", "H", "H", "H", "H"],
  "coordinates": [[1.5167, -3.7175, 1.5524], [1.7308, -4.2265, 0.2193], [1.2077, -3.4710, -0.7562], [1.9321, -3.0575, -1.8182], [-0.2869, -3.0782, -0.7054], [-1.2069, -3.9394, -1.1358], [-0.8526, -5.1334, -1.5822], [-2.4308, -3.4571, -1.0115], [-2.2830, -2.2515, -0.4817], [-3.2680, -1.4181, -0.1684], [-4.7156, -1.6528, -0.3825], [-5.1975, -2.9705, -0.0446], [-0.9594, -1.9699, -0.2913], [-0.3126, -0.7812, 0.2214], [0.5495, -0.0721, -0.8262], [1.8591, 0.2019, -0.3679], [1.9880, -2.7450, 1.6574], [1.9760, -4.4014, 2.2496], [0.4621, -3.6566, 1.8129], [1.5822, -3.3247, -2.6726], [-1.2099, -5.3096, -2.4625], [-3.0143, -0.5258, 0.2117], [-4.9522, -1.3759, -1.4042], [-5.2215, -0.9350, 0.2524], [-5.2830, -3.5021, -0.9006], [-4.5188, -3.4896, 0.4942], [-1.0890, -0.0886, 0.5122], [0.2505, -1.0181, 1.1189], [0.1045, 0.8757, -1.1143], [0.6408, -0.6654, -1.7318], [1.9388, -0.0401, 0.5547], [3.1401, 4.8502, 1.0872], [2.7140, 5.2180, -0.3404], [1.4085, 4.4680, -0.6361], [0.5945, 4.2396, 0.9502], [0.5405, 2.8237, 1.2416], [-0.5923, 5.0493, 1.0118], [1.8839, 4.9787, 1.9439], [3.9366, 5.4962, 1.4514], [3.5038, 3.8206, 1.1111], [2.5430, 6.2937, -0.4044], [3.4827, 4.9656, -1.0684], [0.7470, 5.0303, -1.2900], [1.5971, 3.4814, -1.0569], [1.9490, 4.4597, 2.8971], [1.6149, 6.0221, 2.1027]],
  "e_homo_ev": -12.5,
  "total_charge": 1,
  "homo_lumo_gap_ha": 0.3581
}


Record 6
{
  "formula": "C10H23BeN4O3PS3",
  "method": "ωB97M-V with the def2-TZVPD basis set",
  "species": ["Be", "C", "C", "O", "P", "S", "S", "O", "C", "C", "H", "H", "H", "H", "H", "H", "H", "H", "H", "H", "O", "S", "C", "N", "C", "C", "C", "N", "H", "H", "H", "H", "N", "C", "C", "N", "H", "H", "H", "H", "H", "H", "H", "H", "H"],
  "coordinates": [[-0.7974, 1.9619, -1.9437], [3.5672, 2.5194, 3.9692], [2.5826, 1.5403, 3.3661], [2.9124, 1.3239, 1.9911], [1.8604, 1.7652, 0.8444], [2.7294, 1.4489, -0.8997], [0.0876, 0.9157, 1.2107], [1.7714, 3.3299, 1.2046], [0.8578, 4.1800, 0.4485], [1.6532, 5.1756, -0.3611], [3.3602, 2.6640, 5.0323], [3.4880, 3.4796, 3.4603], [4.5883, 2.1515, 3.8603], [1.5589, 1.9079, 3.4548], [2.6309, 0.5689, 3.8641], [0.2235, 4.6751, 1.1842], [0.2149, 3.5946, -0.2173], [2.2864, 5.7915, 0.2832], [0.9687, 5.8176, -0.9161], [2.2809, 4.6458, -1.0777], [-1.1528, 3.2633, -2.1141], [-3.8255, -1.3671, -2.2358], [-3.4611, -2.8572, -1.4860], [-3.6946, -2.8936, -0.1065], [-3.2363, -3.9254, 0.7066], [-2.5683, -4.9576, 0.0990], [-2.3909, -4.9070, -1.2865], [-2.8629, -3.8685, -2.0694], [-4.1273, -2.0697, 0.2764], [-3.4533, -3.8578, 1.7604], [-2.2060, -5.7956, 0.6765], [-1.9267, -5.7330, -1.8111], [0.0425, -3.0048, -0.8156], [-0.4857, -2.0739, -1.8841], [0.1385, -0.6930, -1.7746], [-0.8246, 0.2996, -2.2956], [-0.5412, -3.8703, -0.8097], [-0.0540, -2.5505, 0.0976], [1.0263, -3.2331, -0.9387], [-1.5402, -1.9663, -1.6649], [-0.3970, -2.5725, -2.8461], [1.1040, -0.6126, -2.2661], [0.2989, -0.4428, -0.7218], [-1.7541, 0.0241, -1.9440], [-0.9330, 0.2079, -3.3040]],
  "e_homo_ev": [-3.8, -4.7],
  "multiplicity": 2,
  "total_charge": -1,
  "homo_lumo_gap_ha": [0.2068, 0.2385],
  "relative_energy_kj_mol": 85.2
}


Record 7
{
  "formula": "C10H24BiClI2N2P2S",
  "method": "ωB97M-V with the def2-TZVPD basis set",
  "species": ["I", "I", "Bi", "P", "C", "C", "H", "H", "H", "H", "H", "H", "C", "H", "H", "H", "P", "C", "C", "H", "H", "H", "C", "H", "H", "H", "H", "H", "H", "Cl", "C", "N", "C", "C", "N", "C", "S", "H", "H", "H", "H", "H", "H"],
  "coordinates": [[0.6219, 0.9270, -0.2530], [0.9402, -1.9225, 0.7549], [0.1592, -1.2675, -4.9864], [-2.3812, -0.3724, -1.6915], [-3.3313, -0.2091, -0.1020], [-3.1469, 1.1318, -2.4398], [-4.2424, 1.0249, -2.5207], [-4.5357, -1.3119, -2.2795], [-2.7294, 1.3088, -3.4213], [-3.2604, -1.7951, -3.4521], [-3.0901, 0.7561, 0.3670], [-2.9025, 1.9959, -1.7971], [-3.4779, -1.6369, -2.3964], [-4.4068, -0.2603, -0.3227], [-3.3071, -2.5872, -1.8578], [-3.0311, -1.0141, 0.5764], [2.6827, -0.3254, -1.7125], [3.6055, -0.1055, -0.1152], [3.6737, -1.6923, -2.3966], [3.0114, 1.2403, -3.5411], [4.4835, 0.9856, -2.5661], [3.1627, 2.0387, -1.9464], [3.4062, 1.1381, -2.5233], [3.4387, -1.8603, -3.4449], [4.7361, -1.3887, -2.3033], [4.6681, -0.1400, -0.3223], [3.3457, -0.9014, 0.5836], [3.4744, -2.6209, -1.8125], [3.3226, 0.8410, 0.3425], [0.1802, 0.6111, -6.5334], [-0.4864, -1.1555, 4.6264], [-0.2771, 0.2297, 4.3880], [-0.6935, 1.2855, 5.1701], [-0.3370, 2.4127, 4.4526], [0.0669, 1.9553, 3.1803], [-0.0431, 0.5956, 3.1075], [-0.7045, -0.3780, 1.9553], [-1.2031, -1.5249, 3.8451], [0.4435, -1.7166, 4.4463], [-0.8039, -1.3470, 5.6905], [-1.2264, 1.1134, 6.1003], [-0.3599, 3.4519, 4.6903], [0.5546, 2.4897, 2.4607]],
  "e_homo_ev": [-13.2, -13.0],
  "total_charge": 2,
  "homo_lumo_gap_ha": [0.1608, 0.1386],
  "relative_energy_kj_mol": 101.6
}


Record 8
{
  "formula": "C10H24CaCl2O3P2Si2",
  "method": "ωB97M-V with the def2-TZVPD basis set",
  "species": ["C", "C", "C", "C", "O", "Si", "O", "Si", "P", "C", "C", "P", "C", "O", "C", "Cl", "C", "C", "Cl", "H", "H", "H", "H", "H", "H", "H", "H", "H", "H", "H", "H", "H", "H", "H", "H", "H", "H", "H", "H", "H", "H", "H", "H", "Ca"],
  "coordinates": [[4.0210, -0.4091, -0.3517], [2.7930, -1.4868, -0.1432], [2.1255, -1.6366, -1.5166], [0.7291, -2.2902, -1.4277], [-0.1701, -1.4804, -0.6181], [-1.2670, -0.5462, -1.5167], [-1.6926, 0.9216, -0.7669], [-0.7203, 1.4086, 0.4664], [-0.6540, 0.0681, 2.2236], [0.4420, 0.9122, 3.5262], [-2.3170, -0.1298, 2.9906], [1.3494, 1.8555, -0.2795], [1.2414, 3.1956, -1.5073], [2.2090, 2.5267, 1.0844], [-2.7029, -1.6078, -1.9973], [-2.2785, -2.9186, -3.0838], [-3.9557, -1.5111, -1.6173], [-4.4403, -0.4439, -0.6753], [-5.1636, -2.6160, -2.1287], [4.0452, 0.4057, 0.4244], [4.9572, -0.9523, -0.3446], [3.8636, 0.0530, -1.3127], [2.0776, -1.1099, 0.6244], [3.1979, -2.4144, 0.2492], [2.7420, -2.2940, -2.1230], [1.9712, -0.6722, -1.9894], [0.3643, -2.4102, -2.4434], [0.8359, -3.2458, -0.9239], [-0.5546, -0.1817, -2.7581], [-1.2293, 2.7194, 0.9449], [1.5014, 0.8603, 3.1868], [0.2101, 1.9691, 3.6157], [0.3557, 0.3679, 4.4581], [-3.1339, 0.0922, 2.3095], [-2.4007, -1.1686, 3.2870], [-2.4420, 0.4964, 3.8685], [0.6221, 3.9915, -1.0896], [2.2076, 3.6440, -1.7143], [0.7425, 2.8670, -2.4160], [1.8318, 3.4023, 1.2835], [-5.5112, -0.4816, -0.5211], [-4.1804, 0.5352, -1.0578], [-3.9685, -0.6102, 0.2914], [2.3464, 0.3252, 1.4895]],
  "e_homo_ev": -14.0,
  "total_charge": 2,
  "homo_lumo_gap_ha": 0.2479
}